Entry from the Open Molecules 2025 dataset: 2 unconnected molecules or ions with the total composition C16H20N2O4 in a non-equilibrium geometry (wB97M-V/def2-TZVPD).

Structure (XYZ):
```
42
C16H20N2O4 (wB97M-V/def2-TZVPD)
O 5.8564 0.4391 -1.3586
O 2.0117 1.4433 0.6010
O -6.3147 -0.3636 -0.0569
O -0.2706 -2.0006 -0.1123
N -2.0383 1.8570 0.2838
N 2.0684 -0.8548 0.2945
C -2.3590 -0.7918 -0.0588
C -0.5654 1.4415 0.3265
C -4.5085 -1.4691 -0.1804
C -2.8441 0.4854 0.1743
C -4.2053 0.7957 -0.0450
C 0.0269 0.1163 0.3166
C -4.9628 -0.3255 -0.0010
C -7.0274 0.8376 -0.3618
C -3.0753 -1.7450 -0.0994
C 6.3721 1.5389 0.9743
C 1.5017 0.3379 0.3575
C 3.5747 -0.8786 0.6382
C -0.7732 -0.9684 0.2087
C 5.5551 -0.7398 -0.9824
C 5.5026 1.5808 -0.4314
C 4.0529 -0.7841 -1.0747
H -5.1212 -2.5726 -0.3893
H 6.0398 -1.6076 -1.7323
H -0.0872 2.3025 0.5439
H 1.4941 -1.6176 0.0938
H 3.6627 -0.1198 -1.5290
H 4.5858 1.5198 0.0139
H 3.8988 -1.8538 -1.3767
H -2.4556 2.5984 0.5287
H -6.8018 1.6295 -0.8927
H 6.0679 0.7371 1.6669
H 7.6396 1.4156 0.9217
H -2.5360 -2.8770 -0.1556
H 6.0027 -1.0414 -0.1607
H 3.7690 -1.7648 0.9840
H -4.5303 1.7712 0.2993
H 5.9350 2.4390 -0.9783
H 3.8298 -0.1622 1.0291
H 6.3074 2.3172 1.5200
H -8.1248 0.5979 -0.2563
H -6.8613 1.5931 0.9198
```

Results
**HOMO level**: -8.49 eV
**E_tot**: -28070.6938 eV

Here are the Löwdin charges for atoms 1 to 2, given in e: -0.134 0.030

Entry from the Open Molecules 2025 dataset: 4 unconnected molecules or ions with the total composition C17H43N2O3 in a non-equilibrium geometry (wB97M-V/def2-TZVPD).

Structure (XYZ):
```
65
C17H43N2O3 (wB97M-V/def2-TZVPD)
O 1.8953 0.2571 -0.2042
O 0.9492 3.7502 3.7668
O 0.0599 -4.2781 1.8853
N -3.1381 -1.5910 -4.0425
N -2.1393 1.8381 -4.7420
C -1.7623 0.4330 -4.3391
C 0.9364 -6.0972 3.2864
C -0.8205 2.5765 -4.7398
C 2.9483 4.7489 4.7899
C 0.4243 -4.6702 3.2013
C 2.3652 3.8404 3.7223
C 1.5043 0.3558 1.1593
C -2.3173 -4.8819 2.0298
C 1.3134 -0.8054 -0.9373
C -0.2216 0.2394 -4.6487
C 0.0690 1.5356 -5.5439
C 0.2426 4.9595 3.5453
C -2.8386 -0.5111 -5.0188
C 0.4798 5.5552 2.1683
C 1.8902 -0.8579 1.9838
C -0.9991 -5.0083 1.2866
C -0.1987 -0.7076 -1.0429
H -2.5573 -3.8324 2.2139
H -0.3072 1.4586 -6.5936
H -1.1184 -4.5956 0.2818
H 0.0932 -0.7197 -5.1263
H 1.7038 -0.6741 3.0433
H -2.4241 1.8784 -5.7279
H 0.4698 5.6861 4.3319
H -0.4080 -4.5086 3.8940
H 1.3122 -1.7388 1.6916
H 1.2220 -3.9906 3.5091
H -0.1961 6.3944 1.9946
H -3.4159 -2.4413 -4.5264
H -0.4964 0.2868 -1.3916
H 2.0175 1.2326 1.5596
H -2.8076 2.1940 -4.0540
H 2.6963 5.7957 4.6052
H -0.6806 -0.8725 -0.0773
H -3.1254 -5.3347 1.4523
H -0.5825 -1.4580 -1.7387
H -3.8480 -1.2913 -3.3778
H -0.8311 3.5947 -5.1980
H -1.9578 0.3139 -3.2464
H 1.7186 -6.2707 2.5442
H 2.9464 -1.0991 1.8457
H 0.3192 4.8040 1.3911
H 2.7373 2.8256 3.8809
H -0.5143 2.7048 -3.6729
H -0.8163 4.7123 3.6465
H 0.4312 0.5611 1.2364
H -0.7165 -6.0585 1.1608
H 0.2568 0.4894 -3.6648
H 2.6977 4.1415 2.7229
H 1.7440 -0.7504 -1.9408
H -2.4747 -0.9872 -5.9685
H -2.2794 -5.3840 2.9989
H 1.1067 1.9483 -5.5190
H 1.5022 5.9240 2.0611
H 1.6148 -1.7717 -0.5215
H 2.5567 4.4867 5.7748
H -3.7483 0.1175 -5.2461
H 1.3406 -6.2981 4.2797
H 0.1404 -6.8211 3.0986
H 4.0364 4.6669 4.8074
```

Results
**HOMO level**: -11.21 eV
**Net charge**: +1
**E_tot**: -27440.8108 eV

Here are the Löwdin charges for atoms 1 to 2, given in e: -0.160 -0.168

Entry from the Open Molecules 2025 dataset: a molecular structure, C20H32IrN3OS3Si in a non-equilibrium geometry (wB97M-V/def2-TZVPD).

Structure (XYZ):
```
61
C20H32IrN3OS3Si (wB97M-V/def2-TZVPD)
Ir -0.1393 0.3134 0.4013
S -0.7587 2.2644 -1.3826
S -2.6373 0.8607 1.1485
S 0.2640 2.5232 1.9500
Si -0.5960 -1.7363 -2.5330
O -0.8303 -1.0773 -1.1242
N 2.1207 0.2923 -0.0518
N 2.6966 -1.3388 1.5714
N 0.4042 -1.0487 2.0688
C -1.3851 2.9139 2.6488
C 0.4096 -0.6041 -3.7209
C -3.2234 1.0945 -0.5663
C 1.7158 -2.6826 3.2308
C -2.6172 2.5769 1.8218
C 2.9942 -0.5625 0.4841
C 0.5425 3.7983 0.6633
C -2.2790 -2.1414 -3.3530
C -0.5718 -2.4717 3.8705
C 0.4193 -3.3692 -2.4607
C 4.6947 0.0775 -1.1002
C -2.5922 2.2107 -1.3796
C -1.5665 -2.3347 1.6848
C 2.5129 1.0206 -1.1025
C -0.7992 -1.5615 2.7029
C 1.5446 -1.6663 2.2638
C 0.6470 -3.0323 4.0711
C 3.7698 0.9561 -1.6606
C 4.3033 -0.6841 -0.0255
C -0.4290 3.8588 -0.5019
H 1.7771 1.7014 -1.5056
H 1.4303 -0.4929 -3.3698
H -0.0321 0.3847 -3.7807
H -2.9502 3.1964 -1.0841
H -4.3041 1.2415 -0.5301
H -0.0093 4.5178 -1.2627
H 1.5517 3.5770 0.3177
H -1.4266 -2.6868 4.4876
H 2.6742 -3.1652 3.3370
H 3.4903 -1.8854 1.8832
H -1.3810 4.2758 -0.1855
H 5.6970 0.0026 -1.4904
H 0.5211 -3.7853 -3.4560
H -1.3874 2.3450 3.5778
H -1.0563 -3.0996 1.1305
H 1.4106 -3.1867 -2.0611
H -2.8703 2.0600 -2.4232
H 4.0268 1.5730 -2.5037
H 0.8096 -3.7312 4.8782
H -2.8558 -2.8129 -2.7267
H -1.3901 3.9774 2.8930
H -3.4964 2.6670 2.4609
H -2.8668 -1.2429 -3.5103
H -2.1353 -2.6210 -4.3139
H -2.7331 3.2611 0.9896
H -0.0765 -4.1001 -1.8335
H -1.3984 -0.7001 3.0298
H -2.9983 0.1283 -1.0213
H 0.4401 -1.0223 -4.7199
H 0.5566 4.7688 1.1625
H -2.6251 -2.2215 1.5737
H 4.9933 -1.3741 0.4380
```

Results
**HOMO level (alpha / beta)**: -9.61 / -10.61 eV
**Net charge**: +1
**Multiplicity**: 6
**E_tot**: -70991.8401 eV
**<S²>**: 8.79

Here are the Löwdin charges for atoms 1 to 2, given in e: 0.912 0.862

Entry from the Open Molecules 2025 dataset: a molecular structure, C6H8MoN9O11P2 (wB97M-V/def2-TZVPD).

Structure (XYZ):
```
37
C6H8MoN9O11P2 (wB97M-V/def2-TZVPD)
Mo 0.2816 0.0941 1.1992
P -0.3178 1.9094 -1.4010
P 0.3958 -0.9387 -1.7740
O 2.0063 0.6087 1.6552
O 0.9961 1.1313 -3.4281
O 1.8805 -0.6960 -1.2673
O -1.8000 1.9161 -0.9226
O 3.2958 2.4101 2.2024
O 0.6828 3.6894 2.6663
O 0.6100 1.6392 -0.2178
O -0.4114 -0.7000 -0.3879
O -0.0859 3.2991 -2.0610
O 0.1208 -2.1782 -2.4786
O -0.1204 1.5951 2.2455
N -3.3624 -0.6694 1.9171
N 0.9851 -1.6602 1.8504
N -2.3413 0.0941 1.8425
N -1.2503 -0.6762 2.1720
N 1.3303 -3.7661 2.3984
N 2.4842 -3.1858 1.9704
N -0.8879 -2.9633 2.5827
N -3.0329 -1.9363 2.2608
N 2.3386 -1.9819 1.6363
C 0.4380 -2.8253 2.3005
C 0.8584 2.5693 2.3965
C -0.0773 0.6093 -2.6587
C 2.2511 1.9080 2.1000
C -1.7305 -1.9266 2.3677
C -1.3423 0.3680 -3.4762
H -2.1651 0.0204 -2.8521
H 2.5041 -1.4131 -1.4557
H -1.1392 -0.4050 -4.2178
H 1.1508 0.5780 -4.2059
H -1.6366 1.2868 -3.9844
H -1.2595 -3.8916 2.7344
H 0.7065 3.3993 -2.6121
H -2.3563 2.6880 -1.0972
```

Results
**HOMO level**: -13.14 eV
**Net charge**: +1
**E_tot**: -62714.0495 eV

Here are the Löwdin charges for atoms 1 to 2, given in e: 2.080 0.557

Entry from the Open Molecules 2025 dataset: a molecular structure, C57H76IrN4O7PS3SeSi (wB97M-V/def2-TZVPD).

Structure (XYZ):
```
151
C57H76IrN4O7PS3SeSi (wB97M-V/def2-TZVPD)
Ir -0.4223 -0.0677 -1.2294
Se -1.5002 -0.0065 3.0211
S -2.5126 -2.4758 -0.5188
S 1.2458 -0.7963 1.2287
S 1.3262 -3.2992 0.1723
P -0.1389 -1.5056 -2.8549
Si 1.0983 3.1046 -1.6350
O -3.5816 -1.7854 -1.1867
O -1.3493 -1.5801 -0.1778
O 2.4105 3.4399 -0.7153
O 0.6414 1.5641 -1.6029
O -0.1644 3.9952 -1.0778
O -2.8450 -3.2693 0.6310
O 1.5911 3.6626 -3.0864
N 2.2000 -1.7109 3.5602
N -3.1653 2.3359 3.2445
N 1.9140 -4.3355 2.5913
N -4.2680 0.4922 3.4469
C 1.7870 4.4995 -5.2873
C 0.0023 -0.2443 -6.7422
C -0.3924 5.4119 -1.0906
C -1.2820 -5.2630 -3.8754
C -1.3992 5.6717 0.0219
C 0.7723 -0.5387 6.0854
C 2.1940 -3.1426 -3.1382
C 1.4657 3.2679 -4.4523
C 1.5124 -5.7013 2.1877
C -1.1729 -7.0540 4.4866
C 0.0633 -6.8035 3.9103
C -1.9404 -0.9313 -4.8747
C 3.5663 -3.3354 -3.1094
C 1.6934 2.8117 1.5027
C 2.8690 2.9591 0.5391
C -2.0913 3.2838 3.0111
C -3.0265 0.9929 3.2671
C 3.8468 4.0004 1.0690
C 1.7893 -1.9215 2.3322
C 3.1079 -0.1121 6.4816
C 0.0577 2.7659 -4.7435
C -5.1833 1.5220 3.5316
C 3.5956 1.6398 0.3059
C -1.3402 -0.1819 -7.0780
C 1.6519 -1.8827 -2.8806
C -2.3117 -0.5295 -6.1448
C 2.8826 -0.1209 7.8512
C -2.3251 -4.8762 -1.7543
C -1.8332 -3.5793 -1.7411
C -0.9986 -5.5193 2.1750
C 1.7166 -3.3111 1.7957
C -2.0322 -5.7281 -2.8070
C 4.4179 -2.2772 -2.8198
C 0.1568 -6.0367 2.7525
C -4.4950 2.6737 3.4062
C -3.6302 2.6855 -2.2309
C -2.0793 0.7735 -2.1171
C 1.6033 -0.3453 8.3373
C 2.1012 -4.0956 4.0277
C -0.5887 -0.9748 -4.5274
C -1.0002 -3.1215 -2.7667
C 0.3808 -0.6406 -5.4656
C -4.5789 -0.9279 3.4489
C 2.5141 -0.8282 -2.5737
C -2.3204 -6.5240 3.9137
C -2.6440 1.9433 -1.3253
C -2.2331 -5.7554 2.7605
C 3.8875 -1.0252 -2.5506
C -0.7788 -3.9725 -3.8535
C 0.5507 -0.5514 7.4544
C 0.8945 6.1841 -0.8272
C 2.3151 -0.3439 4.1134
C 2.8710 -2.8181 4.2509
C 2.0573 -0.3233 5.5955
C -3.3459 1.4685 -0.0581
C -0.9869 5.8055 -2.4361
C 2.4901 2.1711 -4.7159
H 1.5602 -3.9933 -3.3400
H -4.8254 3.6967 3.4162
H -0.9460 -4.9184 1.2751
H 2.8073 4.8317 -5.0933
H -1.0917 -5.8978 -4.7305
H -4.3990 -1.3531 2.4617
H -1.6349 0.1287 -8.0720
H 1.6355 5.9912 -1.6042
H -3.1471 3.0413 -3.1435
H -4.4605 2.0339 -2.5168
H -2.6988 -1.2188 -4.1551
H 1.4240 -0.3504 9.4044
H 1.3258 5.8982 0.1332
H -6.2332 1.3405 3.6730
H -1.2395 -7.6621 5.3790
H -0.6711 3.5743 -4.6787
H -2.3176 5.1112 -0.1665
H 3.3367 4.9491 1.2399
H 4.3973 1.7999 -0.4177
H 3.8994 -2.8911 3.8857
H -1.1517 2.7373 3.0249
H 2.8925 -2.5892 5.3135
H 2.5454 1.9330 -5.7802
H -3.3597 -0.4936 -6.4113
H 3.3229 0.0207 3.8921
H -2.4207 -6.7377 -2.8102
H -0.2769 5.6003 -3.2351
H 2.1140 0.1557 -2.3518
H 1.4312 -0.6972 -5.2108
H -0.0583 -0.6707 5.3998
H -4.1577 0.7784 -0.3048
H 4.6420 4.1669 0.3421
H -0.4509 -0.7110 7.8319
H 0.9501 2.1049 1.1274
H -4.0502 3.5505 -1.7118
H 1.5342 -5.7285 1.0998
H 1.6862 4.2772 -6.3511
H -0.2139 1.9938 -4.0248
H 1.1077 5.3154 -5.0397
H 4.0360 1.2589 1.2314
H -2.6675 0.9422 0.6170
H -0.2123 -3.6180 -4.7058
H 2.0351 2.4729 2.4844
H 0.9595 -7.2239 4.3543
H 5.4890 -2.4307 -2.8017
H 0.0051 2.3311 -5.7442
H 0.7601 0.0113 -7.4713
H -0.9795 5.3552 0.9794
H 2.2702 -6.3883 2.5652
H -2.0921 4.0414 3.7932
H 3.7035 0.0499 8.5348
H 2.6481 -4.9404 4.4434
H 4.1069 0.0689 6.1000
H -1.8472 2.6409 -1.0601
H -3.7767 2.3148 0.4863
H -1.2251 6.8708 -2.4507
H 2.2128 1.2675 -4.1719
H -2.2172 3.7548 2.0371
H 1.1208 -4.0505 4.5088
H 4.2936 3.6712 2.0093
H -1.6448 6.7329 0.0855
H 3.9693 -4.3192 -3.3115
H -3.9406 -1.4384 4.1664
H 3.4741 2.4970 -4.3761
H -2.9639 -5.1953 -0.9410
H -5.6234 -1.0468 3.7255
H 1.1998 3.7774 1.6291
H -3.1182 -5.3235 2.3142
H 4.5379 -0.1913 -2.3207
H -2.8429 0.0014 -2.1974
H -1.7691 1.0847 -3.1130
H -3.2855 -6.7116 4.3660
H 0.6823 7.2545 -0.8079
H 1.5965 0.2747 3.5726
H 2.9165 0.8890 -0.0970
H -1.9031 5.2412 -2.6224
```

Results
**HOMO level (alpha / beta)**: -9.27 / -9.26 eV
**Net charge**: +1
**Multiplicity**: 2
**E_tot**: -198494.0370 eV
**<S²>**: 0.76

Here are the Löwdin charges for atoms 1 to 2, given in e: 0.994 0.686

Entry from the Open Molecules 2025 dataset: 2 unconnected molecules or ions with the total composition C3H6N2O in a non-equilibrium geometry (wB97M-V/def2-TZVPD).

Structure (XYZ):
```
12
C3H6N2O (wB97M-V/def2-TZVPD)
O 1.4259 1.2990 0.3469
N -0.4339 0.8091 -0.8242
N -3.2005 -0.2741 0.3818
C 0.6358 0.3807 -0.2034
C 1.1149 -1.0236 -0.1308
C -2.1961 0.2232 0.7482
H 1.5276 -1.3112 -1.1031
H 0.2839 -1.6847 0.1242
H -1.3699 0.3717 1.4612
H 1.8985 -1.1310 0.6232
H -0.7174 0.1729 -1.5815
H 1.0311 2.1682 0.1576
```

Results
**Structure (SMILES)**: [H]/N=C(\C)O.C#N
**HOMO level**: -9.82 eV
**E_tot**: -8234.3931 eV

Here are the Löwdin charges for atoms 1 to 2, given in e: 0.071 0.067

Entry from the Open Molecules 2025 dataset: 8 unconnected molecules or ions with the total composition H16O8 in a non-equilibrium geometry (wB97M-V/def2-TZVPD).

Structure (XYZ):
```
24
H16O8 (wB97M-V/def2-TZVPD)
O -1.5689 -2.6590 -0.2045
O -0.5356 -1.5352 -2.3400
O -2.6660 0.0989 -1.5359
O 2.4535 -1.8325 -0.8654
O -0.0564 0.8365 0.2069
O 1.1468 3.3237 0.2281
O 2.6851 0.4768 1.8652
O -1.2211 2.0679 2.3700
H 2.9542 -1.0192 -0.8010
H -1.5627 -3.5873 0.0285
H 2.0240 -1.9178 -0.0142
H -0.6646 0.2417 -0.2318
H -1.4194 -2.2027 0.6236
H 1.5461 3.0786 -0.6066
H -1.7743 2.7435 1.9780
H 0.6778 0.2802 0.4671
H 0.8854 2.4916 0.6226
H -3.0221 0.1847 -0.6516
H -1.1137 -0.7968 -2.1481
H -3.3253 -0.4058 -2.0121
H 3.1940 -0.3145 1.6887
H -0.8137 -2.2215 -1.7335
H -0.9923 1.4920 1.6404
H 3.1690 1.1762 1.4258
```

Results
**Structure (SMILES)**: O.O.O.O.O.O.O.O
**HOMO level**: -10.46 eV
**E_tot**: -16639.4564 eV

Here are the Löwdin charges for atoms 1 to 2, given in e: -0.031 -0.075

Entry from the Open Molecules 2025 dataset: a molecular structure, C24H43Cl2N4O5PtSi in a non-equilibrium geometry (wB97M-V/def2-TZVPD).

Structure (XYZ):
```
80
C24H43Cl2N4O5PtSi (wB97M-V/def2-TZVPD)
Pt -0.3553 -0.2745 1.3936
Cl -2.4115 0.1368 1.7912
Cl 1.4348 2.4602 -0.4402
Si 0.0634 3.1815 -1.8158
O 1.7947 -0.3786 0.3711
O 0.7447 1.4854 2.7129
O -1.4698 1.1926 6.0760
O 0.5774 -1.5702 2.7526
O -0.0107 0.8936 -2.7359
N -0.2005 -3.1785 4.0777
N 3.1017 -0.9675 -1.4735
N -2.1093 -0.9806 5.2225
N 0.0984 3.1820 4.0942
C 2.8105 0.2941 -2.1714
C 3.8300 -1.9838 -2.2802
C -1.0259 4.1399 -0.5862
C 1.0983 -3.8151 3.9011
C -1.0144 3.9206 4.6296
C -1.7960 0.1133 5.6352
C -1.1935 2.7318 -3.1241
C -0.5405 -2.2684 -5.6347
C -1.6690 0.3395 -5.0730
C 1.0554 4.4327 -2.8431
C -0.9865 -1.1855 -1.5405
C 1.2935 3.0795 4.9062
C 0.2256 -1.8410 -1.5147
C -0.1120 2.3387 3.0740
C -1.8781 -2.7427 0.0791
C -2.0679 -1.6435 -0.7670
C -1.1208 -0.0532 -2.5810
C 0.4168 -2.9652 -0.7059
C -0.6463 -3.4270 0.0674
C -1.2852 -3.9144 4.7066
C -0.3882 -2.0352 3.4383
C 2.5376 -1.2114 -0.2550
C -0.9294 -1.8626 -4.2637
C -1.3259 -0.6161 -3.9773
H -1.0995 2.4475 2.5892
H -1.9733 0.5958 -2.3065
H 1.6664 5.1400 -2.2479
H -2.2103 1.1995 -4.6919
H -2.2522 -0.1134 -5.8732
H -1.6795 4.1667 3.8090
H -1.5717 3.3181 5.3419
H 1.1734 -4.6220 4.6388
H 2.1871 3.2369 4.2954
H -1.9203 -3.2112 5.2503
H -0.7564 0.6950 -5.5553
H 2.7638 -2.2207 0.1451
H 0.0471 -3.1837 -5.6271
H 4.0638 -2.8909 -1.6850
H -1.3641 -1.5190 3.5689
H 3.2274 -2.2471 -3.1873
H 3.3309 1.1167 -1.6630
H -0.8642 -4.6645 5.3867
H 4.7685 -1.4986 -2.6125
H 0.9820 -1.5018 -2.2101
H -3.0492 -1.2134 -0.9321
H -1.3881 -2.4395 -6.3038
H -0.8249 -2.6256 -3.4875
H 1.7205 0.5116 -2.1958
H -1.6757 3.4346 -0.0586
H 1.2391 3.8417 5.6866
H -0.6900 4.8251 5.1298
H 0.3498 5.0468 -3.4129
H -1.6676 4.8676 -1.1213
H -1.9127 -4.4177 3.9518
H -0.7387 1.8294 -3.6293
H 1.1804 -4.2409 2.8896
H -0.4534 4.7067 0.1760
H 1.3571 -3.5313 -0.7872
H 1.7401 3.9554 -3.5549
H -2.0380 2.3713 -2.5338
H -0.5088 -4.3275 0.6657
H 1.3370 2.0828 5.3557
H -1.4896 3.5459 -3.7934
H -2.7109 -3.1214 0.6854
H 1.8989 -3.0776 4.0323
H 3.1480 0.2163 -3.2135
H 0.1114 -1.4910 -6.0604
```

Results
**HOMO level (alpha / beta)**: -4.31 / -4.31 eV
**Net charge**: -1
**Multiplicity**: 3
**E_tot**: -77950.6112 eV
**<S²>**: 2.00

Here are the Löwdin charges for atoms 1 to 2, given in e: 0.898 0.050

Entry from the Open Molecules 2025 dataset: a single C3H9N3O2 molecule in a non-equilibrium geometry (wB97M-V/def2-TZVPD).

Structure (XYZ):
```
17
C3H9N3O2 (wB97M-V/def2-TZVPD)
O 1.7664 0.6142 1.1531
O 3.9429 -0.0186 -0.2740
N 2.7224 -0.3169 -0.6982
N 0.4991 -0.6021 -0.2772
N 1.7386 -0.0226 0.0844
C -0.7027 0.0277 0.2323
C -1.4176 1.0589 -0.6354
C -1.7942 -0.9587 0.5712
H -2.0363 -1.6157 -0.2437
H -0.7488 1.5986 -1.2816
H 3.9539 0.5835 0.5115
H -1.9621 1.7452 0.0948
H -1.4850 -1.8872 1.2668
H -2.1572 0.6300 -1.3288
H 0.6320 -0.8043 -1.2778
H -2.6922 -0.6500 1.0598
H -0.2592 0.6181 1.0427
```

Results
**Structure (SMILES)**: CC(C)N/[N+]([O-])=N/O
**HOMO level**: -9.05 eV
**E_tot**: -11817.0727 eV

Here are the Löwdin charges for atoms 1 to 2, given in e: -0.027 -0.009